# 1
16
Properties=species:S:1:pos:R:3:forces:R:3 method="wB97M-V/def2-TZVPD" charge=0 homo_energy_ev=-9.6 e_above_lowest_kcal_mol=22.4 smiles="C[C@H](N)C(=O)O.O"
C 0.7205 1.3832 -1.1991 -0.4 0.4 0.7
C -0.0713 1.1205 0.1041 0.6 -0.4 -1.1
N 0.5321 0.0042 0.7976 0.1 0.0 0.6
C -1.5017 0.7571 -0.1950 -0.4 0.2 0.0
O -2.1417 -0.0356 0.4299 -0.1 0.0 0.2
O -2.0660 1.4868 -1.2179 0.4 0.5 0.6
H 0.4531 2.3842 -1.5403 0.0 -0.2 -0.4
H 0.4886 0.6174 -1.9352 0.1 0.1 -0.1
H 1.7873 1.3891 -0.9736 0.0 -0.1 0.0
H -0.1117 2.0814 0.6344 -0.1 -0.1 0.3
H 0.0878 -0.1864 1.6915 -0.1 0.0 -0.2
H 1.5080 0.1814 0.9901 0.1 0.1 -0.1
H -2.9167 1.7867 -0.8707 -0.3 -0.4 -0.4
O 3.5064 -3.8429 1.1890 0.1 -0.3 -0.1
H 2.9021 -4.5699 0.9765 0.3 0.3 0.0
H 4.3954 -4.1521 0.9566 -0.4 0.0 0.1


# 2
25
Properties=species:S:1:pos:R:3:forces:R:3 method="wB97M-V/def2-TZVPD" charge=0 homo_energy_ev=-7.5 e_above_lowest_kcal_mol=43.8 smiles=c1ccc2c(c1)cc1n2CCNC1
C -3.6734 0.1902 -0.2181 -1.5 0.0 1.6
C -3.2327 -1.0982 0.1247 -0.3 -2.0 -1.5
C -1.8718 -1.4102 0.1287 1.0 -1.0 0.4
C -0.9832 -0.3325 0.0934 -1.6 2.0 -1.0
C -1.4621 1.0799 -0.0492 -0.5 -4.3 1.5
C -2.8584 1.3007 -0.0676 0.8 -0.6 -1.0
C -0.2977 1.8117 0.0221 1.5 -0.3 -0.2
C 0.8280 0.9913 0.0770 -0.4 2.3 -0.2
N 0.3806 -0.2621 0.1001 0.5 -3.3 0.1
C 1.2566 -1.3743 -0.3548 0.4 1.0 0.9
C 2.6745 -1.0827 0.1293 2.3 -0.2 1.3
N 3.1599 0.2112 -0.3480 -0.7 -0.4 -0.5
C 2.3169 1.2607 0.1120 0.0 4.4 -0.2
H -4.7759 0.2806 -0.3739 1.1 0.3 0.3
H -3.9900 -1.9584 0.1872 1.2 1.5 -0.2
H -1.4373 -2.4726 0.1508 -1.0 1.6 0.3
H -3.2775 2.2883 -0.0422 -0.1 0.4 -0.3
H -0.4311 2.8120 -0.1226 0.8 2.8 0.0
H 0.9770 -2.3051 0.1185 -0.5 -0.2 -0.1
H 1.1670 -1.4053 -1.4407 0.3 -0.3 0.0
H 3.4764 -1.8019 -0.2283 -1.4 0.3 0.3
H 2.7599 -1.0821 1.2950 -0.7 -0.3 -1.6
H 3.9919 0.5044 0.1261 1.1 -1.0 -0.3
H 2.7260 1.6266 1.1273 -1.3 -0.6 -0.8
H 2.5764 2.2277 -0.5466 -0.9 -1.9 1.2


# 3
16
Properties=species:S:1:pos:R:3:forces:R:3 method="wB97M-V/def2-TZVPD" charge=0 homo_energy_ev=-9.9 e_above_lowest_kcal_mol=0.0
C -0.0249 -1.7357 0.4492 0.2 -0.4 -0.5
C 1.0644 -0.9988 0.7007 -1.4 -0.4 -1.8
F 1.8061 -1.3833 1.7078 1.1 -0.4 1.5
C 1.6564 0.1782 0.0478 0.5 1.3 -0.8
Br 3.4798 0.0140 -0.4942 -0.3 -0.1 0.3
C 1.0671 1.3722 -0.1504 -1.8 -0.6 0.9
C -0.3338 1.4356 0.2870 -0.7 -0.9 1.0
F -0.6420 2.1994 1.3485 0.7 0.6 0.1
C -1.3245 0.5571 0.0484 -1.1 1.6 -1.0
F -2.4598 0.5965 0.7121 0.0 -0.2 0.5
N -1.5443 0.0697 -1.3133 0.7 0.3 1.5
O -0.5947 0.2794 -2.0106 0.7 -0.4 -2.0
O -2.5868 -0.4447 -1.5878 -0.7 -0.4 -0.3
H -0.7739 -1.9113 -0.3248 0.7 1.3 -0.4
H -0.1879 -2.5645 1.0785 0.3 -0.8 1.3
H 1.3987 2.3363 -0.4988 1.0 -0.3 -0.2


# 4
79
Properties=species:S:1:pos:R:3:forces:R:3 method="wB97M-V/def2-TZVPD" spin_multiplicity=3 charge=+1 homo_energy_ev="-10.1 / -10.0" s_squared=2.002 e_above_lowest_kcal_mol=13.9
Pr 0.0982 -0.7099 -0.4534 0.3 -1.3 0.4
C -1.0393 -3.9422 -1.2686 -0.2 -0.2 0.0
C -0.2839 -4.1533 0.0556 0.4 0.0 -0.2
C -0.9214 -3.5035 1.2589 -0.2 -0.1 0.0
C -1.7922 -4.2150 2.0793 0.3 0.2 0.0
C -2.2852 -3.6058 3.2200 0.2 0.2 -0.1
C -1.8959 -2.3078 3.5141 0.1 0.0 -0.2
C -1.0736 -1.6459 2.6175 -0.1 -0.1 0.2
N -0.6158 -2.2266 1.5071 -0.2 -0.2 0.1
N -0.5940 -2.7309 -1.9836 0.0 0.0 -0.2
C -1.6887 -2.0995 -2.7354 -0.1 0.0 -0.3
C -2.8031 -1.5899 -1.8447 -0.4 -0.1 -0.3
C -4.1184 -1.5645 -2.3144 0.3 0.1 0.4
C -5.1072 -1.0312 -1.4979 0.4 -0.1 0.0
C -4.7567 -0.5493 -0.2459 0.3 -0.1 0.0
C -3.4272 -0.6190 0.1396 -0.2 0.1 0.0
N -2.4681 -1.1253 -0.6377 -0.2 -0.1 -0.3
C 0.5390 -3.0308 -2.8849 0.1 -0.2 -0.1
C 1.3403 -1.8078 -3.2803 0.0 -0.1 -0.1
C 1.6518 -1.5073 -4.5955 -0.1 -0.1 0.3
C 2.4657 -0.4169 -4.8531 0.0 0.0 0.3
C 2.9458 0.3350 -3.7970 -0.2 -0.2 0.2
C 2.5787 -0.0233 -2.5087 0.3 0.1 0.0
N 1.8016 -1.0726 -2.2616 -0.1 -0.2 -0.2
H -2.1119 -3.8386 -1.0566 0.2 -0.1 -0.1
H -0.9238 -4.8192 -1.9257 0.0 0.2 0.1
H 0.7523 -3.7699 -0.0429 -0.4 -0.2 0.1
H -0.1989 -5.2256 0.2539 0.0 0.1 -0.1
H -2.0483 -5.2353 1.8408 0.0 -0.1 0.0
H -2.9418 -4.1405 3.8792 -0.2 -0.2 0.2
H -2.2188 -1.8162 4.4130 -0.1 0.1 0.2
H -0.7525 -0.6225 2.7953 0.0 0.0 0.0
H -2.1094 -2.7933 -3.4839 0.1 0.1 0.1
H -1.2680 -1.2389 -3.2813 -0.1 -0.2 0.1
H -4.3525 -1.9507 -3.2944 0.0 0.0 -0.1
H -6.1302 -0.9938 -1.8320 -0.2 0.0 -0.1
H -5.4899 -0.1254 0.4195 -0.1 0.1 0.1
H -3.1095 -0.2443 1.1066 0.0 0.0 0.0
H 0.1851 -3.5635 -3.7836 0.1 0.1 0.2
H 1.2278 -3.7015 -2.3516 -0.2 0.1 -0.1
H 1.2704 -2.1133 -5.3966 -0.1 -0.2 -0.2
H 2.7239 -0.1642 -5.8627 0.1 0.1 -0.3
H 3.5838 1.1799 -3.9588 0.2 0.3 0.0
H 2.9314 0.5230 -1.6333 -0.1 -0.1 -0.2
C -0.0985 3.6017 1.2996 0.0 -0.1 0.1
C -0.4033 2.2808 0.6683 0.2 -0.4 0.1
N 0.2171 1.1791 0.9700 0.2 1.1 0.2
N 1.1157 1.2268 2.0352 -0.3 0.2 0.0
C 1.9688 0.2555 2.1412 -0.1 0.2 0.2
S 2.4037 -1.0228 1.0573 0.2 0.3 0.1
S 2.8347 0.1773 3.6746 0.2 -0.4 -0.1
C 2.8260 1.8967 4.2288 -0.3 0.0 0.2
C 3.9258 2.6645 3.5751 0.1 0.2 0.1
C 5.1325 2.8477 4.2369 -0.1 0.0 -0.1
C 6.1692 3.5343 3.6355 0.1 0.0 0.0
C 6.0133 4.0432 2.3588 0.2 0.1 0.0
C 4.8172 3.8624 1.6914 0.1 0.1 -0.2
C 3.7852 3.1780 2.2950 0.1 0.0 0.1
C -1.4968 2.2628 -0.3259 0.1 -0.1 -0.3
C -2.6249 3.0313 -0.0372 -0.2 0.1 -0.1
C -3.6809 3.1192 -0.9169 0.0 0.0 0.0
C -3.6005 2.4733 -2.1479 0.1 0.0 0.1
C -2.4900 1.7316 -2.4771 0.0 0.1 0.2
C -1.4274 1.5851 -1.5707 -0.2 0.4 0.2
O -0.3965 0.8275 -1.8890 0.1 0.5 -0.6
H 0.9360 3.6509 1.6116 0.1 0.0 0.0
H -0.7023 3.7379 2.1959 -0.1 0.0 0.1
H -0.3314 4.4099 0.6095 0.0 0.0 0.0
H 2.9931 1.8417 5.3027 0.0 0.0 0.1
H 1.8339 2.3135 4.0562 0.1 0.0 0.0
H 5.2589 2.4537 5.2296 0.0 -0.1 0.3
H 7.0982 3.6723 4.1644 0.1 0.0 0.1
H 6.8192 4.5804 1.8882 0.2 0.1 -0.1
H 4.6886 4.2590 0.6965 0.0 0.1 -0.1
H 2.8668 3.0299 1.7715 -0.4 -0.1 -0.2
H -2.6692 3.5625 0.9023 0.0 0.1 0.1
H -4.5461 3.7047 -0.6636 -0.2 0.1 0.0
H -4.4040 2.5678 -2.8584 -0.2 0.0 -0.1
H -2.4017 1.2569 -3.4435 0.0 -0.1 -0.1


# 5
55
Properties=species:S:1:pos:R:3:forces:R:3 method="wB97M-V/def2-TZVPD" charge=-1 homo_energy_ev=-6.0
N 3.1195 -2.0418 2.4672 0.1 -0.1 0.3
C 4.3107 -1.2731 2.1150 0.0 -0.5 -0.1
C 4.2981 -0.6992 0.7261 -0.2 0.3 0.4
S 3.0182 0.5403 0.5075 0.7 -0.3 0.1
O 1.9759 -0.0557 -0.2976 -0.2 0.1 -0.1
O 2.6118 0.9596 1.8397 -0.1 0.2 0.0
N 3.9107 1.6540 -0.2050 -0.6 0.2 -0.4
S 3.2271 2.7577 -1.1262 0.4 0.1 0.4
O 4.2205 3.7830 -1.3606 0.0 0.0 -0.3
O 2.5096 2.2738 -2.2793 0.1 -0.2 -0.1
C 2.0143 3.5407 -0.0732 -0.2 0.4 -0.2
C 1.0334 4.3624 -0.9047 0.2 -0.4 0.0
C -0.3327 3.7705 -1.0894 -0.6 0.4 0.0
F -1.0234 4.5315 -1.9988 0.4 0.1 0.0
F -0.2852 2.5192 -1.5877 0.5 0.3 0.0
C -1.2509 3.7286 0.1878 0.2 0.0 0.4
F -2.4350 4.3473 -0.0434 0.4 0.0 0.3
F -0.6210 4.3947 1.1967 -0.3 -0.2 -0.3
C -1.5652 2.2992 0.7257 0.5 -0.6 0.5
F -0.4535 1.5066 0.6290 -1.2 1.0 0.9
F -1.9302 2.4277 2.0447 0.5 -0.2 -0.8
C -2.7881 1.5712 0.0889 -0.2 -0.1 0.1
F -2.8383 0.3131 0.6204 -0.3 0.8 0.0
F -3.9045 2.2663 0.4587 0.6 -0.7 -0.2
C -2.8642 1.3956 -1.4493 -0.3 0.0 -0.2
F -2.6765 2.5900 -2.0440 -0.7 -0.6 0.1
F -4.1350 0.9785 -1.6979 0.4 0.3 -0.1
C -1.8756 0.3265 -2.0611 0.6 0.1 -0.4
F -2.6100 -0.7390 -2.5020 1.1 1.0 0.2
F -1.1907 0.8910 -3.0990 -1.1 -1.4 1.0
F -1.0096 -0.0958 -1.1241 -0.7 0.0 -1.3
H 2.5276 -1.4606 3.0331 -0.3 0.2 0.2
H 2.5754 -2.2173 1.6416 -0.2 -0.1 -0.4
H 4.4699 -0.4829 2.8270 0.0 0.3 0.4
H 5.1702 -1.9300 2.1752 0.4 -0.2 0.1
H 5.2369 -0.2125 0.5214 0.3 0.1 -0.2
H 4.1148 -1.4715 -0.0007 -0.1 -0.3 -0.5
H 2.5907 4.1937 0.5580 0.2 0.2 0.3
H 1.5609 2.8124 0.5727 -0.3 -0.4 0.1
H 0.9327 5.3607 -0.5222 -0.2 0.4 0.3
H 1.4216 4.4449 -1.9065 0.1 0.1 -0.5
C -2.0790 -6.0004 0.3596 -0.2 -0.1 0.0
C -0.9862 -5.2241 0.3942 -0.1 -0.2 0.0
C -1.0605 -3.7309 0.2090 -0.4 0.2 -0.1
O -0.0179 -3.1192 0.2612 0.4 0.1 0.1
C -2.3583 -3.1244 -0.0207 0.0 0.1 0.0
C -3.4475 -3.9005 -0.0556 0.1 0.1 0.0
C -3.3755 -5.3907 0.1402 0.4 -0.2 0.1
O -4.4251 -6.0081 0.1052 -0.2 0.0 0.0
O -4.6745 -3.4420 -0.2614 -0.1 0.2 0.0
O 0.2357 -5.6793 0.5971 0.1 -0.2 0.0
H -2.0375 -7.0717 0.4935 0.0 0.0 0.0
H -2.3958 -2.0546 -0.1585 0.0 0.0 0.0
H -5.2583 -4.2194 -0.2307 -0.1 -0.2 0.0
H 0.8197 -4.8959 0.6033 0.1 0.1 0.0


# 6
123
Properties=species:S:1:pos:R:3:forces:R:3 method="wB97M-V/def2-TZVPD" charge=-1 homo_energy_ev=-5.7
C -3.6452 -0.7797 0.2675 0.0 0.1 -0.2
C -2.3015 -1.4823 0.1533 -0.2 0.1 0.1
F -2.4352 -2.7462 0.8103 0.0 0.1 0.0
B -1.0098 -0.6088 0.6728 0.5 -0.4 -0.3
C -0.2302 0.0524 -0.6175 -0.5 0.0 0.0
C -0.7717 1.2998 -1.3161 0.4 0.0 -0.4
N -1.9262 0.9523 -2.1746 -0.1 0.3 0.1
N 0.2811 1.8039 -2.2110 0.2 0.0 0.3
N -1.1189 2.3265 -0.3396 -0.1 0.4 0.0
O -0.0112 -1.4583 1.4171 -0.2 0.0 0.1
C 0.2570 -0.9531 2.6918 -0.3 -0.4 -0.5
C 0.4577 -2.1748 3.5959 0.4 -0.1 0.2
C 1.0594 -2.0280 5.0014 -0.2 0.2 -0.1
C 0.3823 -1.0534 5.9833 0.2 -0.2 0.4
C 1.1489 0.2392 6.1743 0.1 0.0 -0.3
O 0.5447 0.9817 7.2499 0.0 -0.4 0.0
C 0.2657 2.2630 7.0415 0.2 0.2 -0.4
O -0.3647 2.9256 7.8019 -0.2 0.3 0.5
C 1.6241 -0.2172 2.6209 0.2 -0.1 0.0
C 1.7501 1.0906 1.8919 -0.1 -0.3 0.0
O 1.1036 2.0576 1.9370 -0.1 0.4 0.0
I 3.6175 1.1631 0.6674 0.2 0.0 -0.1
C -0.9713 -0.0315 2.9371 0.2 0.2 -0.3
Br -2.5463 -1.1541 3.8049 0.0 0.1 0.1
N -0.7356 1.0598 3.8662 -0.5 -0.1 0.4
C -1.6484 1.7361 4.3028 -0.6 0.6 -0.1
O -2.4550 2.4718 4.7232 0.7 -0.6 -0.1
O -1.3826 0.3960 1.7681 -0.1 0.1 0.1
H -4.3848 -1.2136 -0.4141 0.0 -0.1 0.1
H -4.0211 -0.8245 1.2896 0.1 0.0 0.0
H -3.5336 0.2682 -0.0222 0.0 0.0 0.1
H -2.1595 -1.7383 -0.9031 0.1 0.0 0.1
H -0.2189 -0.7325 -1.3848 0.2 0.0 0.1
H 0.8226 0.2437 -0.3768 -0.1 0.0 0.1
H -1.5507 0.7554 -3.0991 0.0 -0.2 0.1
H -2.4964 1.7880 -2.2754 0.0 0.0 0.0
H 0.0207 2.6977 -2.6218 0.0 -0.2 0.1
H 1.1253 1.9667 -1.6677 0.0 0.0 -0.1
H -0.9712 3.2554 -0.7164 -0.1 -0.1 -0.2
H -2.0892 2.2763 -0.0476 0.1 -0.2 0.2
H -0.4791 -2.7247 3.6409 0.0 0.1 -0.1
H 1.1540 -2.7997 3.0259 -0.1 0.0 0.0
H 2.1239 -1.7743 4.9131 0.0 -0.1 0.1
H 1.0108 -3.0232 5.4499 0.1 0.0 -0.1
H 0.3582 -1.5284 6.9693 -0.1 0.0 -0.1
H -0.6574 -0.8562 5.7190 0.1 0.0 0.0
H 2.1905 0.0298 6.4364 0.0 0.0 0.1
H 1.1343 0.8489 5.2673 0.0 0.0 0.1
H 0.6828 2.6691 6.1053 0.0 -0.1 -0.1
H 2.2791 -0.9318 2.1247 0.0 0.0 0.1
H 2.0600 -0.0113 3.6036 -0.1 0.0 0.0
C -0.2552 5.1574 -6.0353 0.0 0.0 0.0
C -0.3365 5.1158 -7.3629 0.0 0.0 0.0
C 0.2521 3.9890 -8.1416 -0.1 0.0 0.1
O 0.1632 3.9605 -9.3525 0.0 0.0 0.0
C 0.9275 2.9082 -7.3853 -0.1 0.2 -0.1
C 1.0202 2.9576 -6.0599 0.0 0.0 -0.1
C 0.4434 4.0809 -5.2884 0.1 -0.4 0.0
O 0.5413 4.0781 -4.0808 -0.1 0.6 0.0
H -0.6760 5.9610 -5.4440 0.0 0.0 0.0
H -0.8323 5.8852 -7.9413 0.0 0.0 0.0
H 1.3393 2.0919 -7.9605 0.0 0.0 0.0
H 1.5035 2.1899 -5.4734 0.0 0.0 0.0
C -3.1253 -1.7898 10.6260 0.0 0.0 0.0
C -3.0483 -1.6207 9.3090 0.0 0.0 0.0
C -2.1862 -2.4928 8.4688 0.0 0.0 0.0
O -2.1125 -2.3372 7.2723 0.0 -0.1 0.0
C -1.4124 -3.5592 9.1592 0.0 0.0 0.0
C -1.4909 -3.7263 10.4759 0.0 0.0 0.0
C -2.3554 -2.8556 11.3134 0.0 0.0 0.0
O -2.4272 -3.0135 12.5144 0.0 0.0 0.0
H -3.7440 -1.1670 11.2594 0.0 0.0 0.0
H -3.5962 -0.8497 8.7824 0.0 0.0 0.0
H -0.7909 -4.1798 8.5256 0.0 0.0 0.0
H -0.9383 -4.4943 11.0023 0.0 0.0 0.0
C -0.4080 6.7397 1.0295 0.0 0.0 0.0
C 0.6570 7.0674 1.7539 0.0 0.0 0.0
C 1.1861 6.1576 2.8062 0.0 -0.1 0.0
O 2.1586 6.4706 3.4616 0.0 0.0 0.0
C 0.4851 4.8692 3.0136 0.0 0.1 0.0
C -0.5817 4.5380 2.2919 0.0 0.1 0.0
C -1.1135 5.4503 1.2473 0.1 -0.3 0.1
O -2.0801 5.1368 0.5872 -0.1 0.2 -0.1
H -0.8122 7.3815 0.2565 0.0 0.0 0.0
H 1.1917 7.9993 1.6195 0.0 0.0 0.0
H 0.8956 4.2193 3.7755 0.0 0.0 0.0
H -1.1020 3.5957 2.4096 0.1 0.0 -0.1
C 1.6509 -2.8162 -8.0674 0.0 0.0 0.0
C 1.8456 -1.5028 -7.9921 0.0 0.0 0.0
C 2.0937 -0.8410 -6.6859 -0.1 0.0 0.2
O 2.2772 0.3563 -6.6081 0.1 -0.2 -0.2
C 2.0987 -1.6887 -5.4707 0.0 0.0 0.1
C 1.8974 -3.0013 -5.5418 0.0 -0.1 -0.2
C 1.6657 -3.6699 -6.8471 0.0 0.1 0.0
O 1.4880 -4.8665 -6.9260 0.0 0.0 0.0
H 1.4727 -3.3274 -9.0049 0.0 0.0 0.0
H 1.8407 -0.8599 -8.8637 0.0 0.0 0.0
H 2.2606 -1.1796 -4.5278 -0.1 0.0 0.0
H 1.8890 -3.6281 -4.6613 0.0 0.0 0.0
C -3.8566 -1.0495 -7.2782 0.0 0.0 0.0
C -2.8463 -0.3204 -6.8144 0.0 0.0 0.0
C -2.1741 -0.6685 -5.5359 -0.1 -0.1 0.1
O -1.2532 -0.0089 -5.1062 0.1 0.1 -0.2
C -2.6727 -1.8535 -4.7918 0.0 0.0 0.0
C -3.6844 -2.5809 -5.2581 0.0 0.0 0.0
C -4.3540 -2.2393 -6.5370 0.0 0.0 0.0
O -5.2744 -2.9004 -6.9696 0.0 0.0 0.0
H -4.3653 -0.8211 -8.2063 0.0 0.0 0.0
H -2.4642 0.5502 -7.3333 0.0 0.0 0.0
H -2.1690 -2.0729 -3.8582 0.0 0.0 0.0
H -4.0689 -3.4468 -4.7346 0.0 0.0 0.0
C 4.7282 -3.1430 -2.8420 0.0 0.0 0.0
C 5.9479 -3.4934 -2.4456 0.0 0.0 0.0
C 6.1526 -4.3995 -1.2853 -0.1 0.0 0.0
O 7.2661 -4.7181 -0.9273 0.0 0.0 0.0
C 4.9425 -4.8981 -0.5842 0.0 0.0 0.0
C 3.7222 -4.5481 -0.9800 0.0 0.0 0.0
C 3.5189 -3.6460 -2.1418 0.0 0.0 0.1
O 2.4040 -3.3334 -2.4988 0.1 0.0 -0.1
H 4.5564 -2.4823 -3.6827 0.0 0.0 0.0
H 6.8454 -3.1414 -2.9380 0.0 0.0 0.0
H 5.1175 -5.5539 0.2590 0.0 0.0 0.0
H 2.8233 -4.8936 -0.4856 0.0 0.0 0.0